Record 1
This record from the OMol25 dataset describes a 3-piece molecular cluster, C18H22N3O8 overall at a distorted geometry. The level of theory is the ωB97M-V functional and the def2-TZVPD basis.

- LUMO energy (eV) = -3.7
- Kohn-Sham gap (eV) = 8.2
- max |F| (eV Å⁻¹) = 1.36
- charge = +1
- molar mass (g mol⁻¹) = 408.39
- multiplicity = 1

Each line ends with the Mulliken charge.
Geometry (Å):
H: -1.5903 2.3524 2.7388  0.330
H: -2.5649 -0.0654 2.1882  0.419
H: 3.3449 0.9953 -0.9161  0.330
O: 4.3673 -0.8946 2.0916  -0.660
H: 1.7363 1.6738 -2.7558  0.399
C: -4.8176 0.0722 -1.2053  -0.711
C: -4.8662 1.3937 -1.0213  0.148
H: 7.1435 -5.7573 0.7240  0.379
C: 5.5342 -3.3389 -0.4155  -1.096
H: -7.9522 2.2174 -2.4961  0.449
O: 6.7790 -4.9175 2.5199  -0.583
H: -7.7725 -1.3433 -2.9647  0.378
C: -7.1289 1.6028 -2.1609  -0.962
N: 0.3362 1.6613 2.2109  -0.205
O: -8.0426 -0.4049 -2.9635  -0.543
C: -1.0508 1.4044 2.6381  -0.729
C: 1.5938 1.9557 -1.7107  -0.787
H: 5.4900 -3.4549 -1.4890  0.450
C: -5.9333 -0.5778 -1.8774  0.875
O: -5.9442 3.4324 -1.2336  -0.641
C: 0.1121 2.0456 -1.3979  -0.555
C: 6.1625 -4.2203 0.3835  0.335
H: -0.9556 2.5247 0.3430  0.281
C: 5.5690 -2.8886 2.4817  -0.955
H: 1.9919 -0.1044 -1.1030  0.340
H: -0.3671 2.8225 -1.9886  0.410
O: -5.9966 -1.7711 -2.0858  -0.594
C: 0.7219 1.7205 0.9221  0.248
H: -0.3846 1.0836 -1.5532  0.322
H: 4.0971 -0.4453 1.2676  0.256
H: 1.9250 0.2657 1.1251  0.296
O: -3.9150 2.1105 -0.4202  -0.529
C: -6.0301 2.2419 -1.4797  0.964
C: -1.8017 0.5011 1.6552  -0.610
C: 6.2034 -4.0564 1.8906  1.022
N: 0.0025 2.4159 0.0317  -0.105
C: -7.0907 0.2739 -2.3532  0.276
H: 5.6249 -2.7611 3.5534  0.443
H: 2.0507 2.9344 -1.5489  0.328
H: -2.2893 1.0913 0.8781  -0.019
C: 4.8819 -2.2057 0.1796  1.086
H: -0.9916 0.9439 3.6225  0.445
O: 6.7825 -5.2928 -0.0572  -0.544
C: 4.9601 -2.0159 1.6750  0.360
H: -3.9918 -0.5446 -0.8791  0.459
H: -1.1297 -0.2152 1.1743  0.338
O: 4.2444 -1.3637 -0.4440  -0.506
C: 2.2616 0.9183 -0.8300  -0.498
H: -4.2544 3.0331 -0.4378  0.381
N: 1.8909 1.1286 0.5938  -0.203
H: 1.0538 1.8229 2.8999  0.288

---

Record 2
This record from the OMol25 dataset describes one molecule with the formula C18H22N4O3S at a distorted geometry. The level of theory is the ωB97M-V functional and the def2-TZVPD basis.

- LUMO energy (eV) = 0.2
- Kohn-Sham gap (eV) = 8.5
- structure (SMILES) = CCCN1C(=O)[C@]2(SC(NC(C)=O)=NN2C(C)=O)c2cc(C)cc(C)c21
- max |F| (eV Å⁻¹) = 3.15
- molar mass (g mol⁻¹) = 374.47
- multiplicity = 1

Each line ends with the Mulliken charge.
Geometry (Å):
H: 0.3030 -4.9858 3.7319  0.298
C: -0.3901 -0.8508 2.3180  0.837
C: -1.0972 -0.7843 -1.2978  -0.296
C: 3.2670 2.6449 0.1785  -0.232
C: 2.1847 -0.6921 0.3337  -0.381
C: 0.1325 -6.1692 1.8462  0.581
C: 3.3967 1.3143 -0.5887  -1.057
C: 1.0200 0.4956 -1.2312  -1.279
C: -1.2392 -1.2257 3.5025  -1.281
H: 0.8552 2.8026 -3.7838  0.394
C: 0.8656 -1.4926 0.2029  2.221
C: 0.5237 -3.9209 0.8723  0.273
H: -3.6116 0.7834 -2.3993  0.354
H: 3.0041 3.4041 2.2532  0.415
H: 2.2488 1.8521 1.9249  0.165
C: -0.8151 1.0817 -2.7501  -0.928
O: 0.1259 -7.3611 1.5245  -0.646
H: 4.2923 0.7696 -0.2512  0.480
C: -0.2875 -5.7997 3.2783  -0.916
H: -0.3124 -6.6827 3.8894  0.343
H: 0.8408 -5.7682 0.0115  0.229
C: -1.6145 0.0723 -2.2736  0.359
C: 3.1435 2.4561 1.7130  -1.115
S: 1.1190 -3.1463 -0.5749  -0.439
H: -1.6266 -1.6682 -0.9541  0.350
H: 2.3622 3.1695 -0.1406  0.167
N: 2.2104 0.4454 -0.4626  0.342
H: -1.2358 1.7371 -3.5088  0.365
C: -3.0394 -0.0737 -2.7092  -1.713
H: -3.1118 -0.1915 -3.8001  0.367
O: -0.3058 0.3410 2.0764  -0.551
N: 0.1616 -1.8179 1.4422  0.750
H: 4.0249 1.9305 2.1205  0.300
H: 3.5912 1.6019 -1.6267  0.349
H: -1.3201 -5.4261 3.2394  0.250
N: 0.0547 -3.1608 1.8179  -0.912
H: -2.1296 -1.7235 3.1176  0.292
C: 1.3689 2.3109 -2.9801  -1.513
H: -1.5241 -0.3846 4.1228  0.336
C: 0.1896 -0.5787 -0.7910  0.548
C: 0.5196 1.3007 -2.2743  0.978
H: 1.6955 3.0631 -2.2617  0.229
H: -3.5192 -0.9237 -2.2333  0.349
H: 4.1519 3.2557 -0.0196  0.406
O: 3.0798 -1.0632 1.0624  -0.637
H: -0.6690 -1.9005 4.1566  0.324
H: 2.2621 1.8344 -3.3777  0.330
N: 0.5873 -5.3192 0.8786  -0.085

---

Record 3
This record from the OMol25 dataset describes one molecule with the formula C18H22N6O at a distorted geometry. The level of theory is the ωB97M-V functional and the def2-TZVPD basis.

- LUMO energy (eV) = 0.5
- Kohn-Sham gap (eV) = 8.7
- structure (SMILES) = c1ccc(-n2ncc3c(NCCCN4CCOCC4)ncnc32)cc1
- max |F| (eV Å⁻¹) = 1.15
- molar mass (g mol⁻¹) = 338.41
- multiplicity = 1

Each line ends with the Mulliken charge.
Geometry (Å):
H: 3.6628 1.0039 3.1089  0.271
C: -3.7664 -2.6461 -0.6509  0.858
N: -0.9530 1.5013 -1.7744  -0.558
H: -5.5295 -5.2652 0.5433  0.376
H: 0.3480 4.1831 0.5477  0.479
H: 1.6466 2.0512 -1.2093  0.288
C: 1.7248 2.8439 -0.4657  -0.593
H: 5.4291 1.0687 3.3628  0.359
C: 4.7391 2.1167 1.5831  -0.797
H: 2.8828 -0.5440 1.3902  0.271
H: 3.1881 0.4765 -0.8489  0.276
H: -3.4050 -2.2303 -2.7173  0.511
C: 4.6451 0.9802 2.6091  -0.383
C: -1.8540 0.3215 0.0676  0.808
C: -4.3643 -3.4998 0.2717  -0.567
H: -5.7258 -5.7252 -1.8741  0.378
H: 5.7425 2.1087 1.1457  0.346
H: 1.8433 1.4833 1.2124  0.097
C: 2.4214 2.3225 0.7942  -0.433
H: 4.1438 -1.4441 0.5101  0.365
O: 4.8372 -0.2740 1.9900  -0.405
C: -2.3929 -0.5787 -0.8826  0.408
C: -5.0662 -4.6033 -0.1733  -0.500
C: -2.2688 -0.2033 1.3121  -0.692
N: -0.5619 2.3434 0.3368  -0.137
N: 3.7953 1.9616 0.4898  0.099
H: -0.5884 2.1889 1.3313  0.265
H: -2.0835 0.1668 2.3017  0.445
N: -2.2337 -0.4573 -2.2052  -0.441
H: -1.3636 0.7263 -3.6145  0.435
C: -5.1764 -4.8617 -1.5301  -0.506
H: 2.3272 3.6465 -0.8902  0.311
H: 4.9359 0.6126 -0.5762  0.372
C: -1.5186 0.5900 -2.5520  -0.605
H: 4.5784 3.0805 2.0691  0.405
C: -1.1044 1.3995 -0.4530  0.214
H: 2.4390 3.1219 1.5406  0.439
C: -4.5793 -4.0084 -2.4433  -0.648
C: 3.9552 0.6374 -0.0916  -0.635
C: 3.8950 -0.4812 0.9586  -0.455
H: -4.6629 -4.2060 -3.5016  0.361
C: -3.8731 -2.8996 -2.0141  -0.421
N: -2.9735 -1.2906 1.1412  -1.204
C: 0.3151 3.3682 -0.1789  -1.053
N: -3.0597 -1.5334 -0.1823  0.822
H: -0.1229 3.7291 -1.1118  0.384
H: -4.2679 -3.2821 1.3232  0.388

---

Record 4
This record from the OMol25 dataset describes C18H22N6O as an isolated structure at a distorted geometry. The level of theory is the ωB97M-V functional and the def2-TZVPD basis.

- LUMO energy (eV) = -0.3
- Kohn-Sham gap (eV) = 7.4
- max |F| (eV Å⁻¹) = 15.86
- molar mass (g mol⁻¹) = 338.41
- multiplicity = 1

Each line ends with the Mulliken charge.
Geometry (Å):
H: -7.1011 -0.1093 1.1544  0.523
H: -2.8624 3.4365 0.8306  0.223
N: 4.3669 -1.2886 0.7401  -0.360
H: -0.2308 -0.1253 -3.6706  0.920
H: 7.8306 0.2554 1.3650  0.286
C: -3.6642 1.3500 0.0435  0.233
C: -2.9708 -0.9262 0.1410  0.709
C: 2.0771 -0.5697 -1.7094  0.530
N: 2.0496 -1.4259 0.4488  -1.164
C: -0.8125 -1.8558 0.2983  0.503
C: -0.5085 -1.1116 1.7783  -1.011
H: -7.0510 -1.5703 0.3789  0.448
H: -4.7026 -2.3910 0.3881  -0.063
C: 5.4612 -0.7351 0.6823  0.137
H: 4.3833 1.0279 -0.8178  0.792
H: -7.2432 -0.3560 -0.5372  0.408
C: -6.7524 -0.5620 0.4073  -2.035
C: 7.1472 1.1487 0.9973  -0.833
H: -2.4792 3.0561 -0.9757  0.371
O: -2.1662 -1.8893 0.2210  -0.444
H: 6.2940 -1.2131 1.2022  0.266
C: -0.1212 -1.2834 -0.6204  0.345
N: 3.2751 -0.5994 -1.4890  -0.654
C: -5.1932 -0.2317 0.2215  0.759
C: -4.2224 -1.1197 0.2356  -0.414
H: -3.9683 3.4507 -0.4601  0.584
C: -0.5738 -0.7215 -1.9251  -0.367
H: -0.8795 0.0235 1.8461  0.195
N: 5.7522 0.6274 0.6725  0.149
C: -5.0379 0.9771 0.2602  -0.429
H: -1.5876 0.5296 -0.1891  0.792
C: -3.2296 2.8919 -0.2386  -1.621
H: -0.9765 -1.7287 2.7066  0.289
H: -5.7187 1.9033 -0.0570  0.137
H: 5.5694 2.5359 -0.4080  0.223
H: 6.9660 1.8729 1.8632  0.317
N: 1.4741 -0.3914 -2.9000  -0.674
C: 3.4073 -0.9386 -0.1527  0.187
H: 7.6931 1.6187 -0.1545  0.302
N: 1.3148 -1.2621 -0.5972  0.640
C: 4.9771 1.3149 -0.0647  -1.304
C: -2.6216 0.2558 -0.1248  -0.414
H: -1.6463 -1.0443 -2.2889  0.174
C: 0.1652 -0.4920 -2.9806  -0.872
H: 0.4331 -1.1782 2.2046  0.550
H: 4.2433 1.7705 0.7352  0.308
H: -0.5588 -2.9263 0.5388  0.358

---

Record 5
This record from the OMol25 dataset describes C18H23AuBrN4O2 as an isolated structure. The level of theory is the ωB97M-V functional and the def2-TZVPD basis.

- LUMO energy (eV) = -3.8
- Kohn-Sham gap (eV) = 6.0
- max |F| (eV Å⁻¹) = 0.36
- charge = +1
- molar mass (g mol⁻¹) = 604.28
- multiplicity = 1

Each line ends with the Mulliken charge.
Geometry (Å):
N: 1.1084 -0.5740 -0.0004  -0.315
H: -3.5595 3.7715 1.8392  0.356
H: 3.0142 0.7460 -4.0446  0.359
H: 0.7289 4.2361 1.4412  0.260
C: 2.0232 1.1854 -4.1103  -0.591
O: -0.6242 2.3556 -1.8843  -0.741
C: 0.0621 2.0518 -3.0175  0.486
N: 1.2731 -0.2412 -1.2442  -0.012
C: 0.2054 2.0392 -5.4150  -0.375
H: -1.5220 4.8907 3.6870  0.382
C: 1.0157 -4.8090 0.8130  -0.392
H: -1.4768 2.7980 -4.2911  0.396
C: -1.0059 -5.2817 2.0215  -0.412
C: 1.4703 1.4685 -5.3532  -0.680
Au: 1.5574 1.3756 1.4300  0.510
N: 0.4987 3.6302 2.2195  -0.557
H: 2.0223 1.2556 -6.2594  0.393
H: -0.1919 -7.8645 -0.0108  0.385
H: 1.0338 -0.8780 -1.9940  0.355
H: 0.9181 3.9800 3.0707  0.230
C: 0.1022 -3.1008 2.4191  -0.874
C: -1.7846 4.5110 2.7026  -0.619
Br: 0.5112 -0.4361 3.0623  -0.272
C: 0.0392 -4.4069 1.7242  0.455
C: 0.6265 -1.6823 0.4137  -0.526
H: 0.0557 2.2632 -1.1656  0.314
H: 1.7007 -6.3510 -0.5071  0.385
C: 1.8917 1.1041 -1.5837  0.132
H: 0.3325 -2.4812 -0.2646  0.620
H: -3.8539 4.7942 3.0992  0.364
C: -0.1271 -6.8986 0.4743  -0.450
C: 1.3277 1.4561 -2.9412  0.404
C: -0.4962 2.3378 -4.2546  -0.593
H: -3.3327 3.2545 3.3827  0.350
H: -1.2265 2.9738 1.3081  0.323
C: -0.9123 3.3278 2.2946  -0.465
H: -1.0710 2.4995 2.9935  0.346
C: 0.9310 -6.0467 0.1910  -0.550
C: 0.4166 -1.9476 1.8382  0.507
H: 1.8604 -4.1599 0.6131  0.547
C: -1.0937 -6.5149 1.3952  -0.511
N: -3.2323 4.0597 2.7632  -0.308
H: -1.7573 -4.9875 2.7465  0.397
H: 2.9706 0.9337 -1.6677  0.383
H: -0.1388 -3.1050 3.4759  0.372
H: -0.2363 2.2650 -6.3773  0.380
H: -1.7371 5.3220 1.9801  0.362
H: -1.9145 -7.1814 1.6288  0.375
O: 1.5969 2.0614 -0.6420  -0.885

---

Record 6
This record from the OMol25 dataset describes a 7-piece molecular cluster, C18H23Cl26FO2 overall. The level of theory is the ωB97M-V functional and the def2-TZVPD basis.

- LUMO energy (eV) = -0.1
- Kohn-Sham gap (eV) = 9.7
- structure (SMILES) = CCC[C@@H](C)[C@](COC)(OCF)[C@H](Cl)[C@H](C)Cl.ClC(Cl)(Cl)Cl.ClC(Cl)(Cl)Cl.ClC(Cl)(Cl)Cl.ClC(Cl)(Cl)Cl.ClC(Cl)(Cl)Cl.ClC(Cl)(Cl)Cl
- max |F| (eV Å⁻¹) = 0.50
- molar mass (g mol⁻¹) = 1212.16
- multiplicity = 1

Each line ends with the Mulliken charge.
Geometry (Å):
C: 0.4119 1.0057 -0.5840  -1.502
H: 1.2486 1.2913 -1.2173  0.071
H: -0.0070 -1.6116 -0.2992  0.381
Cl: -4.0194 -5.0734 -2.1314  -0.054
Cl: -2.9905 -7.9218 -4.4529  -0.102
H: 1.1852 1.2918 1.3609  0.761
C: 2.6687 3.4952 -3.6606  0.340
C: -2.2660 9.3188 1.1506  0.347
C: 0.9492 0.4245 0.7393  0.518
Cl: -0.7186 -3.7152 2.6173  -0.194
Cl: -5.1518 -3.0067 -0.4742  -0.078
Cl: -3.7432 8.6684 0.4366  -0.068
H: 3.3859 -1.6616 2.4921  0.155
H: -1.0467 1.5512 1.7769  0.637
C: -5.1483 -3.7187 -2.0844  0.358
C: 0.2510 -2.9729 1.3165  1.074
C: 2.2812 -0.3346 0.5219  -0.877
Cl: 6.6613 -3.3806 1.2167  -0.095
Cl: -6.7752 -4.2919 -2.4831  -0.116
Cl: -1.9453 4.1837 -3.3275  -0.100
H: -0.1712 1.9124 -0.4009  0.364
C: -0.4059 -1.7192 0.7058  -0.929
Cl: 2.6505 3.5989 -1.8986  -0.083
F: -0.1663 0.0023 4.8355  -0.325
C: 3.9557 -0.7298 2.4738  -1.058
H: 1.2916 -4.7289 0.6222  0.401
C: 3.4827 0.1992 1.3368  -0.626
Cl: -2.6747 10.5901 2.3067  -0.102
Cl: 1.3652 4.4878 -4.3047  -0.072
Cl: -1.2444 9.9851 -0.1263  -0.098
Cl: 4.2233 4.0678 -4.2727  -0.097
C: 6.8595 -2.2816 -0.1502  0.347
Cl: -3.4883 -6.9497 -7.1220  -0.100
C: -2.2633 5.0272 -1.8089  0.307
C: 0.5953 0.1933 3.7005  0.080
H: -1.9221 0.5401 0.6285  0.794
H: 5.0038 -1.0008 2.3570  0.252
H: -0.3620 -4.5775 -0.0050  0.403
O: -2.2235 0.0950 2.6221  -0.334
H: 3.2530 1.1881 1.7379  0.335
Cl: -1.3983 8.0258 1.9848  -0.086
Cl: -5.4360 -6.5127 -5.0411  -0.040
H: -3.3807 0.7118 4.1556  0.284
Cl: -2.8559 3.8759 -0.6073  -0.061
Cl: -0.7681 5.7673 -1.2298  -0.067
C: 0.5413 -4.0297 0.2547  -1.513
H: 2.5372 -0.2816 -0.5381  0.553
Cl: -5.0138 -9.1677 -6.0861  -0.099
H: -3.7091 1.5511 2.6263  0.302
H: 1.6397 0.0957 4.0047  -0.031
H: 3.8416 -0.2741 3.4576  0.348
O: 0.2834 -0.7843 2.7766  -0.352
H: -2.2421 1.9384 3.5715  0.312
H: 1.1719 -2.6783 1.8061  -0.237
C: -4.2361 -7.6359 -5.6761  0.339
C: -0.1458 -0.3872 1.4771  1.760
Cl: 5.3280 -2.1468 -1.0221  -0.067
H: 4.3170 0.3229 0.6451  0.413
Cl: 2.4195 1.8128 -4.1459  -0.112
C: -2.9210 1.1334 3.2646  -0.817
C: -1.3904 0.5239 1.5844  -2.173
H: -0.2453 0.3178 -1.1188  0.268
Cl: -2.1395 -2.0555 0.3971  0.022
Cl: 7.3358 -0.6853 0.4405  -0.106
Cl: -3.4768 6.2823 -2.0662  -0.087
H: 0.3749 1.1991 3.3370  0.252
H: 0.9469 -3.5580 -0.6435  0.338
Cl: -4.6523 -2.5034 -3.2684  -0.110
H: 2.1822 -1.3949 0.7440  -0.040
Cl: 8.1022 -2.9036 -1.2361  -0.106

---

| no. | energy (Eh) |
| --- | --- |
| 1 | -1465.0753 |
| 2 | -1542.0574 |
| 3 | -1102.8809 |
| 4 | -1102.2378 |
| 5 | -3778.5721 |
| 6 | -12914.8848 |